ORCA calculation (the ωB97M-V functional and the def2-TZVPD basis) on 6 unconnected molecules or ions with the total composition C8H16Cl10O3 at a distorted geometry.

Cartesian coordinates (Å):
1 C 0.07934 3.36648 1.26942
2 O -1.27563 3.24952 1.20842
3 C -2.09452 4.17975 1.70023
4 O -1.78330 5.26430 2.19209
5 O -3.35753 3.67203 1.70990
6 C -4.41895 4.20469 2.48609
7 H 0.43125 4.35143 0.96259
8 H 0.44612 2.56380 0.62966
9 H 0.35778 3.32087 2.32227
10 H -5.23296 3.53651 2.20497
11 H -4.66907 5.21342 2.15745
12 H -4.12281 4.22827 3.53482
13 C 1.25054 -4.78043 -3.22903
14 Cl 0.99318 -3.20520 -2.50279
15 Cl 2.59533 -5.74450 -2.50304
16 H 0.31817 -5.32508 -3.08027
17 H 1.35586 -4.64537 -4.30549
18 C 0.57737 -1.21678 0.55811
19 Cl 1.09994 -1.28573 2.29528
20 Cl 1.49199 -0.04735 -0.30721
21 H 0.86240 -2.11399 0.00866
22 H -0.50375 -1.08665 0.50987
23 C 3.61387 -3.99092 0.49402
24 Cl 5.43732 -3.90451 0.50904
25 Cl 2.99659 -5.53386 1.22780
26 H 3.10383 -3.05994 0.74147
27 H 3.33260 -4.04171 -0.55784
28 C 2.54860 0.43740 -3.85973
29 Cl 1.75206 -0.58856 -5.09760
30 Cl 4.04520 -0.41846 -3.48145
31 H 2.78420 1.41938 -4.27001
32 H 1.88717 0.44611 -2.99341
33 C -3.18072 0.47668 1.60846
34 Cl -3.33815 -1.02381 2.42367
35 Cl -2.76804 0.00154 -0.10310
36 H -4.17082 0.92063 1.50499
37 H -2.44449 1.16005 2.03164

Calculated values
Net charge   +1
Gap between HOMO and LUMO (alpha / beta)   0.3235 / 0.0701 Ha
F_max   3.53 eV/A
Multiplicity   2
LUMO level (alpha / beta)   -3.85 / -10.75 eV
Electronic energy   -5141.61534 Ha
HOMO (alpha / beta)   -12.66 / -12.66 eV



ORCA calculation (the ωB97M-V functional and the def2-TZVPD basis) on 4 unconnected molecules or ions with the total composition C8H16Cl8 at a distorted geometry.

Cartesian coordinates (Å):
1 Cl -0.02945 -2.14783 -1.09134
2 C 0.40074 -1.15499 0.32548
3 C -0.69334 -0.97209 1.34243
4 Cl -1.02995 -2.54592 2.13197
5 H 0.81583 -0.21021 -0.03285
6 H 1.28620 -1.66001 0.70988
7 H -1.63205 -0.64030 0.90948
8 H -0.35319 -0.25794 2.08880
9 Cl 2.17638 -4.29079 1.46726
10 C 3.79114 -5.05191 1.34882
11 C 4.90072 -4.04426 1.43397
12 Cl 5.07031 -3.43206 3.10544
13 H 3.84581 -5.52848 0.36422
14 H 3.83875 -5.88106 2.04808
15 H 4.76445 -3.22096 0.73601
16 H 5.84092 -4.50139 1.11909
17 Cl -3.32664 1.75085 0.52212
18 C -4.59024 2.99286 0.54582
19 C -5.94102 2.30442 0.64570
20 Cl -7.21767 3.51195 0.43870
21 H -4.55960 3.53319 -0.39821
22 H -4.33944 3.68540 1.34249
23 H -6.12573 1.82586 1.60237
24 H -6.02920 1.58145 -0.15924
25 Cl 1.63800 3.39637 -4.92213
26 C 0.79027 2.83887 -3.44349
27 C 1.51938 3.25915 -2.18436
28 Cl 0.62757 2.59373 -0.80634
29 H 0.63553 1.76474 -3.47325
30 H -0.18820 3.31721 -3.46010
31 H 1.58692 4.33791 -2.08281
32 H 2.52681 2.84621 -2.17401

Calculated values
Net charge   0
Gap between HOMO and LUMO   0.4075 Ha
F_max   1.16 eV/A
LUMO level   0.57 eV
Electronic energy   -3995.96378 Ha
Energy relative to the best compared isomer or geometry (same formula, charge and spin)   33.8 kJ/mol
HOMO   -10.52 eV



ORCA calculation (the ωB97M-V functional and the def2-TZVPD basis) on a gas-phase ion, C8H16ClN3 (charge +2) at a distorted geometry.

Cartesian coordinates (Å):
1 C 0.64536 0.48525 -0.78940
2 C -0.91933 1.51009 0.77397
3 C -0.64620 0.24478 0.04718
4 C 1.03964 -0.52869 1.78762
5 C -3.11618 -0.48212 -0.07474
6 C 3.03529 0.76649 -0.68114
7 C -0.29153 -0.93113 1.08164
8 C -1.87718 -0.02380 -0.83155
9 N 1.57923 0.68079 1.28049
10 N 1.75056 0.61171 -0.10075
11 N 0.71488 0.49806 -2.10377
12 Cl -0.62949 2.99026 0.12678
13 H -1.63665 1.56711 1.60844
14 H 2.39727 1.15349 1.89388
15 H 1.84160 -1.48694 1.83127
16 H 0.77603 -0.25818 2.76361
17 H -2.97515 -1.19880 0.64120
18 H -3.73708 -0.99130 -0.80010
19 H -3.73228 0.25627 0.48187
20 H 3.17550 0.00161 -1.37143
21 H 3.82323 0.48864 0.02816
22 H 3.20638 1.83995 -1.25516
23 H -1.07865 -1.04688 1.82011
24 H -0.26123 -1.90350 0.71402
25 H -2.14283 0.78437 -1.51390
26 H -1.34423 -0.79910 -1.54384
27 H -0.13394 0.37519 -2.79985
28 H 1.56624 0.89837 -2.61039

Calculated values
Net charge   +2
Gap between HOMO and LUMO   0.2576 Ha
F_max   3.87 eV/A
LUMO level   -10.21 eV
Electronic energy   -938.11139 Ha
Energy relative to the best compared isomer or geometry (same formula, charge and spin)   213.2 kJ/mol
HOMO   -17.22 eV



ORCA calculation (the ωB97M-V functional and the def2-TZVPD basis) on a molecular structure, C8H16F6NO12S4V at a distorted geometry.

Cartesian coordinates (Å):
1 O 2.79750 -0.57587 -0.01064
2 V 1.67055 0.42772 -0.18948
3 O 0.56659 0.20213 -1.24931
4 C 0.06827 4.27403 0.39681
5 F -1.12768 4.92834 0.44487
6 F 0.38098 3.86096 -0.84706
7 F 1.08132 4.93867 0.78570
8 S -0.11144 2.68853 1.47318
9 O -0.53812 3.08090 2.82856
10 O -1.03003 1.83782 0.67176
11 N 1.43550 1.90976 1.23179
12 S 2.12276 2.14836 2.51889
13 O 1.99468 3.54688 2.97597
14 O 1.80023 1.06796 3.44191
15 C 4.05608 2.00351 2.06239
16 F 4.48482 0.70656 1.97508
17 F 4.38748 2.75183 0.98349
18 F 4.75479 2.48765 3.05258
19 O 1.44822 -2.68958 -2.98547
20 S 1.40711 -2.18095 -4.38451
21 O 2.61764 -1.90868 -5.14394
22 O 0.35876 -3.09515 -5.31762
23 C -0.86223 -3.55673 -4.82879
24 C -2.14659 -2.86148 -5.34585
25 C 0.38076 -0.65406 -4.38740
26 H -0.88448 -3.48879 -3.74113
27 H -0.91104 -4.62577 -5.03584
28 H -3.14580 -3.19160 -5.06175
29 H -2.11911 -2.86003 -6.43550
30 H -2.02138 -1.81394 -5.07184
31 H -0.30170 -0.92672 -3.58241
32 H -0.07732 -0.62981 -5.37616
33 H 0.93111 0.18966 -3.97104
34 O -1.57780 -1.97851 1.49891
35 S -0.57178 -1.33028 2.20538
36 O 0.66070 -0.97011 1.51373
37 O -1.16779 0.04002 2.93017
38 C -2.55663 0.02930 3.34015
39 C -3.14876 1.48256 3.61852
40 C -0.03761 -2.33631 3.69909
41 H -2.49398 -0.77658 4.07141
42 H -3.11648 -0.35918 2.48941
43 H -3.03100 1.97369 2.65259
44 H -2.57150 2.09386 4.31221
45 H -4.21416 1.55570 3.83687
46 H -0.59068 -2.00806 4.57911
47 H 0.96918 -2.02441 3.97694
48 H -0.01996 -3.38381 3.39822

Calculated values
Net charge   +1
Gap between HOMO and LUMO (alpha / beta)   0.2626 / 0.1004 Ha
F_max   7.91 eV/A
Multiplicity   2
LUMO level (alpha / beta)   -5.79 / -10.20 eV
Electronic energy   -4407.42545 Ha
HOMO (alpha / beta)   -12.93 / -12.93 eV